No. 1
{
  "formula": "C15H25Cl4N3",
  "method": "ωB97M-V/def2-TZVPD",
  "gap_ha": 0.3098,
  "smiles": "ClC(Cl)(Cl)Cl.c1cc[nH]c1.c1cc[nH]c1.CCN(CC)CC",
  "elements": ["Cl", "C", "Cl", "Cl", "Cl", "C", "C", "C", "N", "C", "H", "H", "H", "H", "H", "C", "C", "C", "N", "C", "H", "H", "H", "H", "H", "C", "C", "N", "C", "C", "C", "C", "H", "H", "H", "H", "H", "H", "H", "H", "H", "H", "H", "H", "H", "H", "H"],
  "coordinates": [[-1.0839, -1.2526, 3.9491], [-1.3939, -0.9916, 2.2294], [-1.3242, -2.5309, 1.3828], [-2.9761, -0.2515, 2.0315], [-0.1510, 0.0915, 1.5706], [4.3228, 2.5977, -1.6617], [4.0914, 1.8428, -0.4905], [2.9031, 1.1745, -0.6419], [2.4062, 1.5159, -1.8663], [3.2613, 2.3685, -2.4986], [5.1464, 3.2639, -1.8560], [4.7629, 1.7992, 0.3520], [2.3929, 0.4544, -0.0261], [1.5558, 1.2025, -2.3172], [3.0154, 2.7372, -3.4805], [-0.2529, -4.1724, 7.0141], [-1.0983, -3.0194, 7.0271], [-2.2425, -3.3550, 7.6825], [-2.1465, -4.6794, 8.0569], [-0.9201, -5.1600, 7.6785], [0.7401, -4.2703, 6.6092], [-0.8274, -2.0626, 6.6157], [-3.1747, -2.8321, 7.8121], [-2.6807, -5.1026, 8.7958], [-0.6079, -6.1600, 7.9279], [-1.5975, 0.4540, -1.5252], [-1.6604, 0.8879, -2.9812], [-0.3608, 1.3795, -3.4379], [0.2665, 0.4238, -4.3882], [0.6034, -0.9064, -3.7492], [-0.4114, 2.7052, -4.0456], [-0.8730, 3.7797, -3.0826], [-2.5733, 0.2383, -1.0888], [-1.1580, 1.2841, -0.9709], [-0.9497, -0.4153, -1.4169], [-2.0095, 0.0815, -3.6417], [-2.4347, 1.6518, -3.0902], [-0.4320, 0.2405, -5.2145], [1.1914, 0.9094, -4.7011], [-0.3015, -1.4667, -3.5066], [1.2179, -1.5081, -4.4170], [1.1435, -0.7788, -2.8103], [-1.0048, 2.7065, -4.9785], [0.6071, 2.9381, -4.3725], [-0.0422, 4.1016, -2.4532], [-1.6763, 3.4204, -2.4398], [-1.2625, 4.6653, -3.5845]]
}

No. 2
{
  "formula": "C15H25F2NiSe2",
  "method": "ωB97M-V/def2-TZVPD",
  "charge": 1,
  "gap_ha": [0.3213, 0.3305],
  "s2": 2.0095,
  "spin_multiplicity": 3,
  "elements": ["Ni", "C", "C", "C", "C", "C", "C", "C", "C", "C", "C", "H", "H", "H", "H", "H", "H", "H", "H", "H", "H", "H", "H", "H", "H", "C", "Se", "C", "C", "Se", "C", "H", "H", "H", "H", "H", "H", "H", "H", "H", "H", "F", "C", "F", "H"],
  "coordinates": [[0.2509, -0.4180, -0.3081], [-2.2896, 1.5105, 3.2949], [-2.2787, 0.4085, 2.2487], [-3.1305, -0.7709, 2.5981], [-0.8359, 0.0461, 1.9728], [-0.2441, -1.2379, 2.1403], [1.1022, -1.4609, 1.9962], [1.9729, -0.4150, 1.7272], [3.4247, -0.6820, 1.3334], [1.4023, 0.8383, 1.4593], [0.0368, 1.0792, 1.6121], [-3.3034, 1.8832, 3.4538], [-1.7578, 2.3962, 2.9689], [-1.9805, 1.1037, 4.2573], [-2.6982, 0.8266, 1.3151], [-2.6765, -1.2495, 3.5020], [-3.1439, -1.5265, 1.8577], [-4.1059, -0.4358, 2.7750], [-0.9340, -2.0176, 2.4609], [1.4818, -2.4530, 2.1257], [3.8684, 0.0720, 0.6960], [3.4365, -1.6194, 0.7163], [3.9872, -0.9091, 2.2444], [2.0846, 1.5912, 1.0622], [-0.2361, 2.1200, 1.5040], [3.4681, -0.5572, -2.4763], [1.7245, -1.2328, -2.1306], [0.8590, -0.2936, -3.5841], [0.7170, 1.1613, -3.4617], [-0.1071, 1.7920, -1.8171], [-1.8867, 1.8348, -2.4768], [3.8649, -0.8946, -3.4524], [4.1368, -0.9726, -1.6220], [3.4684, 0.5302, -2.3524], [-0.1621, -0.7361, -3.8001], [1.4889, -0.5628, -4.4519], [0.0819, 1.5288, -4.2880], [1.6384, 1.6954, -3.5692], [-1.9721, 1.0764, -3.2533], [-2.1149, 2.8440, -2.8943], [-2.5598, 1.5868, -1.6451], [-1.0947, -2.8102, -0.2328], [-1.1904, -1.6511, -0.9389], [-2.4095, -1.1106, -0.5828], [-1.3836, -1.9081, -1.9846]]
}

No. 3
{
  "formula": "C15H25N2O4",
  "method": "ωB97M-V/def2-TZVPD",
  "charge": 1,
  "gap_ha": 0.2853,
  "smiles": "CCCC[NH2+]CCOCCOc1ccc(C)cc1[N+](=O)[O-]",
  "elements": ["C", "C", "C", "C", "N", "C", "C", "O", "C", "C", "O", "C", "C", "C", "C", "C", "C", "C", "N", "O", "O", "H", "H", "H", "H", "H", "H", "H", "H", "H", "H", "H", "H", "H", "H", "H", "H", "H", "H", "H", "H", "H", "H", "H", "H", "H"],
  "coordinates": [[-6.3285, -1.6240, 0.6342], [-5.0018, -2.2564, 0.2311], [-3.7956, -1.3501, 0.4895], [-3.8182, -0.0993, -0.3830], [-2.5838, 0.6891, -0.1799], [-2.4928, 1.9073, -1.0080], [-1.2654, 2.7346, -0.6389], [-0.1163, 1.9827, -0.9681], [1.1157, 2.6257, -0.7096], [1.5637, 2.5439, 0.7653], [2.6599, 1.6807, 0.9872], [2.7502, 0.3991, 0.6091], [4.0743, -0.0762, 0.5715], [4.3905, -1.3178, 0.0865], [3.4022, -2.1718, -0.4308], [3.7740, -3.5035, -0.9922], [2.0997, -1.7441, -0.3742], [1.7458, -0.4983, 0.1846], [0.3798, -0.2731, 0.3376], [-0.0461, 0.3956, 1.2688], [-0.4058, -0.8073, -0.4612], [-7.1254, -2.3568, 0.5497], [-6.2940, -1.2822, 1.6659], [-6.5838, -0.7833, -0.0059], [-4.8612, -3.1738, 0.8035], [-5.0305, -2.5287, -0.8250], [-2.8840, -1.9119, 0.2768], [-3.7844, -1.0648, 1.5437], [-3.8721, -0.3817, -1.4361], [-4.6816, 0.5236, -0.1418], [-2.4934, 0.9371, 0.8130], [-1.7411, 0.0482, -0.3862], [-2.4175, 1.6036, -2.0538], [-3.3916, 2.5121, -0.8699], [-1.2779, 3.6746, -1.2068], [-1.2783, 2.9799, 0.4332], [1.8497, 2.1186, -1.3428], [1.0565, 3.6742, -1.0209], [1.9418, 3.5114, 1.1019], [0.7140, 2.2548, 1.3977], [4.8401, 0.5953, 0.9252], [5.4206, -1.6397, 0.0796], [4.5053, -3.3835, -1.7894], [2.9053, -4.0210, -1.3878], [4.2287, -4.1222, -0.2202], [1.2972, -2.3789, -0.7187]]
}

No. 4
{
  "formula": "C15H25N5O5P2",
  "method": "ωB97M-V/def2-TZVPD",
  "gap_ha": 0.2743,
  "smiles": "C=CC(=O)OCCCCCC[C@@](O)(C#N)[C@@](C#N)([PH2]=N)P(=N)(O)O.CC#N",
  "elements": ["C", "C", "C", "O", "O", "C", "C", "C", "C", "C", "C", "C", "O", "C", "N", "C", "C", "N", "P", "N", "P", "N", "O", "O", "H", "H", "H", "H", "H", "H", "H", "H", "H", "H", "H", "H", "H", "H", "H", "H", "H", "H", "H", "H", "H", "H", "C", "C", "N", "H", "H", "H"],
  "coordinates": [[0.7824, -4.8839, 2.9642], [-0.4032, -4.6272, 3.7467], [-1.6083, -3.6479, 3.2768], [-1.9892, -3.6129, 2.0552], [-2.1519, -2.8206, 4.3038], [-2.1968, -1.4192, 3.9149], [-0.8801, -0.8756, 3.1617], [-0.5546, 0.6122, 3.7699], [0.5744, 1.4005, 2.8987], [-0.0394, 2.3285, 1.7328], [-0.5765, 1.5216, 0.4440], [0.5611, 0.7450, -0.3865], [1.8118, 1.5163, -0.2985], [0.9394, -0.7085, 0.2502], [1.0452, -1.8229, 0.7266], [0.1652, 0.5158, -1.9623], [0.0460, 1.9397, -2.7444], [-0.1850, 3.0415, -3.2078], [1.6221, -0.4003, -2.8128], [1.4980, -2.0013, -2.7478], [-1.5151, -0.3435, -2.1880], [-1.9995, -1.1907, -0.9290], [-1.4851, -1.3988, -3.5609], [-2.6572, 0.8947, -2.4801], [1.7618, -4.3840, 3.3401], [0.8439, -5.5576, 2.0339], [-0.5174, -5.0965, 4.7995], [-2.2790, -0.8143, 4.9047], [-3.1312, -1.1343, 3.3025], [-1.1503, -0.8255, 2.0332], [0.0724, -1.4914, 3.3587], [-0.0461, 0.4009, 4.7958], [-1.4988, 1.2307, 3.9642], [1.4217, 0.6997, 2.5474], [1.0787, 2.1285, 3.6555], [0.6701, 3.2063, 1.4566], [-0.9765, 2.8422, 2.1946], [-1.4661, 0.8125, 0.6845], [-1.0310, 2.3248, -0.2667], [2.4652, 0.9601, 0.2045], [2.8739, -0.0279, -2.1730], [1.6829, 0.1234, -4.1563], [2.3538, -2.2995, -2.2337], [-2.1383, -2.1624, -1.2690], [-0.7840, -1.1235, -4.1976], [-3.2926, 0.5564, -3.1629], [1.8915, 4.5873, -6.2020], [2.3646, 3.3205, -5.5497], [2.7391, 2.3188, -5.0327], [2.2927, 5.4512, -5.6691], [2.2299, 4.6195, -7.2392], [0.8011, 4.6303, -6.1808]]
}

No. 5
{
  "formula": "C15H25N6OPS2Tl",
  "method": "ωB97M-V/def2-TZVPD",
  "charge": 1,
  "gap_ha": 0.2666,
  "elements": ["Tl", "C", "S", "C", "S", "N", "N", "C", "C", "C", "C", "C", "C", "N", "H", "H", "H", "H", "H", "H", "H", "H", "C", "O", "H", "H", "H", "H", "C", "N", "C", "N", "C", "N", "C", "P", "C", "C", "H", "H", "H", "H", "H", "H", "H", "H", "H", "H", "H", "H", "H"],
  "coordinates": [[0.2995, -0.2914, -3.7395], [4.2072, 2.9882, -0.5108], [3.5993, 2.9890, -2.2119], [2.1438, 1.9875, -1.9677], [2.3519, 0.3128, -1.5638], [1.0245, 2.6258, -2.1016], [-0.0711, 1.8049, -2.1849], [-1.1739, 2.2246, -1.7268], [-2.3792, 1.3850, -1.8777], [-3.5959, 1.8237, -1.3719], [-4.7096, 1.0082, -1.5003], [-4.5704, -0.2158, -2.1314], [-3.3162, -0.5667, -2.6159], [-2.2413, 0.2035, -2.4910], [5.1012, 3.6089, -0.5034], [4.4670, 1.9788, -0.1963], [3.4639, 3.4276, 0.1521], [-1.2519, 3.1835, -1.2119], [-3.6658, 2.7979, -0.9050], [-5.6713, 1.3301, -1.1231], [-5.4101, -0.8846, -2.2564], [-3.1684, -1.5110, -3.1279], [1.6462, -3.4124, -2.5285], [0.3733, -2.7573, -2.5487], [1.5538, -4.4399, -2.1761], [2.3627, -2.8660, -1.9114], [2.0088, -3.4274, -3.5530], [-0.0189, -2.7961, -1.6710], [0.4080, -1.8400, 3.2478], [-0.8292, -0.9780, 2.9656], [-0.4614, 0.4709, 3.2994], [0.6681, 0.8838, 2.5542], [1.8132, 0.0130, 2.8128], [1.5173, -1.3832, 2.4976], [1.3838, -1.6090, 1.0533], [0.0523, -0.5783, 0.2361], [-1.2462, -1.1064, 1.5245], [0.3976, 1.0317, 1.1202], [0.1463, -2.8673, 2.9979], [0.6007, -1.7507, 4.3177], [-1.5883, -1.2772, 3.5785], [-0.2560, 0.4935, 4.3706], [-1.3337, 1.0829, 3.0731], [2.0875, 0.0884, 3.8663], [2.6501, 0.3435, 2.2007], [1.1639, -2.6667, 0.8855], [2.3394, -1.3926, 0.5783], [-1.5032, -2.1539, 1.3573], [-2.1518, -0.5129, 1.3869], [-0.4685, 1.6849, 0.9854], [1.2513, 1.5122, 0.6460]]
}

No. 6
{
  "formula": "C15H25NO3",
  "method": "ωB97M-V/def2-TZVPD",
  "gap_ha": 0.3339,
  "smiles": "CCOC(=O)C1CCN(C(=O)C2CCCCC2)CC1",
  "elements": ["C", "C", "O", "C", "O", "C", "C", "C", "N", "C", "O", "C", "C", "C", "C", "C", "C", "C", "C", "H", "H", "H", "H", "H", "H", "H", "H", "H", "H", "H", "H", "H", "H", "H", "H", "H", "H", "H", "H", "H", "H", "H", "H", "H"],
  "coordinates": [[-6.0406, -0.9846, -0.9435], [-5.0384, -1.5277, 0.0731], [-4.3122, -0.6708, 0.4406], [-3.2628, -0.3331, -0.0193], [-2.9477, -0.9635, -0.8927], [-2.4218, 0.8566, 0.5031], [-1.3997, 0.1651, 1.4121], [-0.2165, -0.1227, 0.5844], [0.5558, 0.8082, 0.0978], [1.8254, 1.1629, -0.2167], [2.2448, 2.1168, -0.7851], [2.5833, -0.2201, -0.0854], [3.7009, -0.3268, -1.3073], [4.5479, -1.4320, -1.2143], [5.4222, -1.3209, -0.0224], [4.2880, -1.4038, 1.3103], [3.3567, -0.2360, 1.0364], [-0.2933, 2.1955, 0.0998], [-1.7278, 1.6102, -0.4270], [-6.9065, -1.6957, -1.1184], [-6.7715, -0.1840, -0.6352], [-5.5380, -0.8024, -1.8466], [-5.6179, -1.7670, 0.9065], [-4.5163, -2.3696, -0.3289], [-3.0020, 1.3254, 1.4239], [-1.7263, -0.8124, 1.9393], [-1.1160, 1.0023, 2.3420], [0.5602, -0.7400, 1.3331], [-0.5327, -0.7244, -0.0621], [1.9963, -1.1027, -0.4410], [4.2827, 0.7159, -1.2209], [3.1424, -0.0368, -2.3624], [5.3437, -1.1740, -2.1454], [3.9150, -2.3262, -1.3072], [6.0393, -0.5242, 0.1265], [5.9675, -2.4974, 0.0836], [4.7836, -1.4125, 2.3219], [3.7129, -2.1907, 0.8906], [3.8810, 0.7742, 1.3738], [2.6900, -0.1352, 2.0164], [-0.3693, 2.6916, 0.8650], [0.1553, 2.8442, -0.3721], [-1.6300, 1.1173, -1.3360], [-2.2670, 2.8260, -0.5663]]
}